(1)
The following is a DFT calculation (the ωB97M-V functional and the def2-TZVPD basis) of a structure of composition C28H29NOP2V in a non-equilibrium geometry.

The calculation puts the max |F| at 8.396 eV/Å. As for the HOMO-LUMO gap (alpha / beta): 6.035 / 6.226 eV. The calculation puts the relative energy (zero: lowest compared OMol25 entry of this formula, charge and spin) at 0.0 kJ/mol. As for the spin multiplicity: 2. The LUMO energy (alpha / beta) is -0.2767 / -0.2662 Ha. As for the net charge: +2. The electronic energy is -2840.4128 Ha.

Each line ends with the natural charge from an NBO analysis.
Element x y z (Å)
V 0.434215 0.264195 0.304678  0.36
P 1.679266 -1.927882 0.345653  1.32
P 0.104015 1.407754 2.214971  1.00
O -0.741348 1.994427 -1.858978  -0.39
N 2.426462 1.073256 -0.033969  -0.62
C 3.444745 -1.682998 0.674611  -0.74
C -3.681466 -3.557320 0.677476  -0.14
C -1.156402 2.699169 2.201163  -0.93
C 3.947400 -0.851954 -0.482279  -0.10
C 3.060906 3.209991 -0.954860  -0.16
C -6.080360 -3.256704 0.435366  -0.14
C -0.166432 0.418197 3.686333  -0.95
C 3.480721 0.469320 -0.716630  0.20
C 1.633631 2.360850 2.539250  -0.72
C 0.925026 -2.607819 1.820282  -0.97
C 2.494586 2.443672 0.117781  0.32
C 2.258935 5.253671 0.099562  -0.21
C -4.644972 -1.316405 0.623710  -0.14
C 4.778487 -1.482701 -1.411909  -0.11
C 4.085204 1.175209 -1.811043  -0.07
C 2.909248 4.623786 -0.952933  -0.11
C -3.495463 -2.146268 0.677398  -0.24
C 1.859998 4.497058 1.210965  -0.11
C -4.962916 -4.098159 0.540335  -0.21
C 5.246605 -0.826138 -2.555774  -0.22
C -5.918076 -1.865425 0.488794  -0.21
C -2.222812 -1.514303 0.629152  0.24
C 4.956731 0.514261 -2.722601  -0.12
C 2.033061 3.116490 1.275157  -0.10
C -1.257454 -0.719759 0.445287  -0.52
C 3.746254 2.514831 -1.950721  0.01
C 1.507588 -3.034838 -1.057008  -0.96
C -0.306690 1.276826 -1.021675  0.54
H -0.445110 1.093815 4.507227  0.27
H 2.424562 1.659108 2.853738  0.26
H -7.074215 -3.681371 0.298686  0.24
H 1.441855 5.006293 2.078986  0.23
H 1.257821 -3.663876 1.856732  0.29
H -2.133714 2.220057 2.063322  0.27
H 2.084440 6.336030 0.091879  0.25
H 5.366415 1.081442 -3.564979  0.25
H -4.492482 -0.232428 0.654354  0.22
H -6.778642 -1.201721 0.395074  0.24
H 0.737382 -0.152624 3.932793  0.25
H 5.848132 -1.368969 -3.294691  0.25
H 4.130802 3.073762 -2.798771  0.24
H -2.795581 -4.195374 0.752753  0.22
H 3.575156 -1.202829 1.655486  0.27
H 1.438857 -0.803499 -0.698058  -0.01
H -0.163975 -2.556422 1.702247  0.30
H 3.872335 -2.695167 0.714986  0.28
H 1.845775 -2.520127 -1.966488  0.28
H -0.994393 3.369956 1.347277  0.26
H 2.117546 -3.919221 -0.845337  0.26
H 5.068409 -2.524425 -1.256785  0.23
H -5.082700 -5.181690 0.487094  0.24
H 3.308708 5.200348 -1.791253  0.24
H 1.273493 -2.064734 2.717664  0.27
H 1.393540 3.076955 3.347477  0.26
H -1.109163 3.252499 3.152585  0.26
H -0.976264 -0.292100 3.479949  0.27
H 0.435534 -3.258112 -1.131612  0.28

Atoms 1-3, force components in eV/Å:
1.6 -3.6 1.3
0.2 0.3 -1.0
0.0 2.2 1.4

---

(2)
The following is a DFT calculation (the ωB97M-V functional and the def2-TZVPD basis) of the molecule C2H3NO2 in a non-equilibrium geometry.

The calculation puts the max |F| at 5.620 eV/Å. As for the HOMO-LUMO gap: 6.973 eV. The calculation puts the relative energy (zero: lowest compared OMol25 entry of this formula, charge and spin) at 517.5 kJ/mol. The LUMO energy is -0.0686 Ha. As for the net charge: 0. The electronic energy is -283.0609 Ha.

Each line ends with the natural charge from an NBO analysis.
Element x y z (Å)
O 0.237068 -2.295312 -0.496088  -0.20
O 0.315392 0.386802 -1.488039  -0.52
N 0.563560 -1.211490 0.007607  0.03
C -0.139919 0.416562 -0.386158  0.58
C -0.729340 1.155071 0.595974  -0.70
H -0.867563 0.414454 1.382545  0.23
H -0.928065 2.165143 0.543754  0.25
H 1.548867 -1.031230 -0.159595  0.33

Atoms 1-3, force components in eV/Å:
0.6 2.8 1.9
0.4 -0.3 -0.3
-1.5 -3.5 -1.7

---

(3)
The following is a DFT calculation (the ωB97M-V functional and the def2-TZVPD basis) of a structure of composition I5O4V2 in a non-equilibrium geometry.

The calculation puts the max |F| at 6.822 eV/Å. As for the HOMO-LUMO gap: 4.790 eV. The LUMO energy is 0.2040 Ha. As for the net charge: -3. The electronic energy is -3677.4471 Ha.

Each line ends with the Mulliken charge.
Element x y z (Å)
I -2.716934 -4.857668 -3.152365  -0.52
I 2.173173 4.715554 0.314758  -0.40
I 1.864892 0.806204 5.025733  -0.15
I -0.654053 -1.696234 -3.408039  -0.38
I 1.508779 0.425117 -1.823785  -0.08
V -2.810206 -2.322708 -2.027637  0.64
V 0.973657 2.211737 -0.082534  0.76
O 1.373716 0.681814 0.884584  -0.62
O -3.588418 -1.333819 -1.178469  -0.75
O 2.416614 -0.874055 6.117719  -0.85
O -0.541220 2.244057 -0.669965  -0.65

Atoms 1-3, force components in eV/Å:
-0.7 -0.4 0.3
-0.3 -0.6 -0.1
0.6 -1.7 1.2

---

(4)
The following is a DFT calculation (the ωB97M-V functional and the def2-TZVPD basis) of a structure of composition C27H30N2OTa in a non-equilibrium geometry.

The calculation puts the max |F| at 3.329 eV/Å. As for the HOMO-LUMO gap: 5.904 eV. The calculation puts the relative energy (zero: lowest compared OMol25 entry of this formula, charge and spin) at 137.1 kJ/mol. The LUMO energy is -0.4233 Ha. As for the net charge: +3. The electronic energy is -1287.5650 Ha.

Each line ends with the Mulliken charge.
Element x y z (Å)
Ta -0.159912 -0.377712 0.053415  1.22
O -0.271076 0.404748 2.367246  -0.60
N 0.297217 1.828968 -0.806391  -0.18
N -1.641822 -0.784982 -0.931866  -0.28
C -5.374365 0.197319 -3.743101  -0.88
C -2.611773 0.351173 -3.367918  -0.33
C -3.205431 1.072352 -4.375410  -0.81
C -3.124238 -2.861944 0.345736  -0.26
C 1.245281 1.991695 -1.750539  -0.24
C 0.204967 1.777398 2.578082  -0.59
C -3.321126 -2.482879 -0.996868  0.72
C 4.560979 -2.353735 -1.973906  -1.49
C 1.052179 4.357776 -1.582399  -0.46
C -4.049461 -3.333649 -1.848915  -0.26
C -4.586961 0.995218 -4.568343  -0.43
C 0.065829 4.175509 -0.625889  -0.67
C -0.864247 2.791297 2.220735  -0.58
C 1.462461 -1.561623 -0.548007  -3.49
C 3.169702 -4.425359 -1.598004  -1.46
C -2.764296 -1.242856 -1.496223  0.21
C -3.670350 -4.026902 0.829570  -0.80
C 2.458422 -2.260028 -0.763086  3.10
C -4.586806 -4.506992 -1.356061  -0.87
C 4.324297 -3.303938 0.369774  -1.46
C -0.307247 2.893199 -0.250903  0.87
C -1.373727 2.661270 0.777642  -0.59
C -4.413336 -4.848981 -0.020974  -0.48
C -3.393916 -0.490780 -2.545224  0.86
C 1.646186 3.241475 -2.164566  -0.76
C 3.619436 -3.082847 -0.984207  1.83
C -4.790695 -0.547367 -2.740722  -0.27
H 1.097490 1.890553 1.959772  0.37
H 2.664421 -4.273403 -2.551053  0.39
H 0.503625 1.889081 3.619084  0.43
H -0.425911 5.025167 -0.170573  0.54
H -5.405196 -1.123555 -2.063460  0.60
H -1.536977 0.359841 -3.235183  0.47
H 4.928590 -1.413497 -1.564779  0.39
H -4.129697 -3.096999 -2.900851  0.61
H 1.679644 1.096646 -2.176991  0.47
H -0.829937 0.154125 3.116269  0.32
H -3.546878 -4.300407 1.868527  0.44
H -5.052271 1.564698 -5.362094  0.45
H 4.670447 -2.363364 0.797205  0.39
H 4.061868 -2.166545 -2.924015  0.40
H 3.660675 -3.796253 1.080507  0.40
H -0.439713 3.783559 2.384265  0.43
H -5.136339 -5.160976 -2.019273  0.45
H -1.713729 2.690131 2.899506  0.42
H 2.509234 -4.971787 -0.925448  0.40
H -2.162357 3.400037 0.635853  0.53
H -4.854545 -5.758992 0.363397  0.44
H 4.055871 -5.033711 -1.773640  0.41
H -1.844084 1.677124 0.619847  -0.25
H 5.188800 -3.947439 0.212090  0.41
H 1.352074 5.354933 -1.877010  0.47
H -2.614293 -2.182984 1.025805  0.22
H -6.446945 0.165500 -3.876348  0.45
H -2.604136 1.687809 -5.030487  0.45
H 5.413256 -3.006409 -2.157998  0.41
H 2.408698 3.339964 -2.923780  0.48

Atoms 1-3, force components in eV/Å:
0.3 1.2 -1.3
0.1 -0.8 -1.6
-0.2 -2.2 0.8

---

(5)
The following is a DFT calculation (the ωB97M-V functional and the def2-TZVPD basis) of a cluster of 8 separate species, H16O8 in total in a non-equilibrium geometry.

The calculation puts the max |F| at 3.145 eV/Å. As for the HOMO-LUMO gap (alpha / beta): 10.629 / 2.920 eV. The calculation puts the relative energy (zero: lowest compared OMol25 entry of this formula, charge and spin) at 76.5 kJ/mol. As for the spin multiplicity: 2. The LUMO energy (alpha / beta) is -0.1245 / -0.4072 Ha. As for the net charge: +1. The electronic energy is -611.1124 Ha.

Each line ends with the natural charge from an NBO analysis.
Element x y z (Å)
O 1.499762 -0.448020 -0.689281  -0.97
O 0.835632 -2.916140 -1.480961  -0.97
O 1.425402 1.953400 0.504679  -0.99
O -0.940908 2.458480 -0.734231  -0.98
O 2.764092 -3.239690 0.772839  -0.93
O -3.528638 2.168480 -0.244331  -0.98
O -1.036958 -0.444810 0.559479  -0.85
O -1.546388 0.594290 3.083559  -0.24
H -0.110538 2.644100 -0.295771  0.52
H -1.156148 -0.045600 -0.302301  0.52
H 1.390562 -0.566350 -1.632841  0.50
H 3.125462 -3.443870 -0.089701  0.48
H -3.915058 3.025400 -0.063791  0.47
H -1.437578 0.237050 2.202209  0.52
H 0.725612 -3.039230 -2.423811  0.49
H -0.737658 2.516890 -1.667781  0.48
H 1.420122 1.167380 -0.041561  0.49
H 1.858352 -2.983470 0.599039  0.46
H -2.672078 2.366430 -0.622941  0.49
H 2.315972 -0.903580 -0.483151  0.51
H 2.352202 2.172550 0.600909  0.49
H -0.248878 -0.980490 0.468899  0.51
H 0.037502 -3.279000 -1.096821  0.48
H -2.419838 0.985810 3.077669  0.51

Atoms 1-3, force components in eV/Å:
-0.2 0.5 0.1
0.0 0.1 0.0
-0.3 0.7 0.4

---

(6)
The following is a DFT calculation (the ωB97M-V functional and the def2-TZVPD basis) of a structure of composition C38H36As2IIrNOS.

The calculation puts the max |F| at 0.338 eV/Å. As for the HOMO-LUMO gap (alpha / beta): 7.686 / 4.082 eV. The calculation puts the relative energy (zero: lowest compared OMol25 entry of this formula, charge and spin) at 42.2 kJ/mol. As for the spin multiplicity: 5. The LUMO energy (alpha / beta) is -0.2846 / -0.4359 Ha. As for the net charge: +3. The electronic energy is -6870.3174 Ha.

Each line ends with the Löwdin spin population.
Element x y z (Å)
Ir -0.307733 -0.178753 0.024157  2.34
I -4.026564 -1.348770 4.482472  0.00
As -2.485097 0.219872 -1.051013  0.10
As 0.645350 0.441208 -2.840579  0.21
S 2.010109 1.068635 1.931292  0.02
O 1.291373 1.096027 0.538345  0.13
N -0.699032 -1.371414 1.788080  0.12
C 0.613449 4.215911 -4.622026  0.00
C 2.275146 -1.929816 -5.868777  0.07
C -5.383151 -3.394119 -1.603894  0.00
C -0.268796 3.966307 3.527273  0.00
C -2.204126 0.894895 -2.857277  0.03
C 0.280644 -2.004511 2.460299  0.02
C 0.846250 5.073352 -3.552394  0.00
C -2.158267 -1.660152 3.655565  0.00
C 3.388881 2.146242 1.629691  0.01
C -1.146083 -2.311278 4.348925  0.01
C 1.019605 3.191591 -2.059444  0.00
C -1.146605 0.070273 -3.588229  0.04
C 0.785978 2.335658 -3.132015  0.03
C 1.484603 -1.486069 -4.852167  0.06
C 0.147414 2.299468 5.227549  0.00
C 1.049180 4.564142 -2.277682  0.00
C -3.176453 3.689501 1.110250  0.00
C 0.086448 -2.490576 3.734729  0.01
C 0.872075 1.543793 4.315171  0.00
C 2.980325 0.466470 -4.559980  0.09
C -1.899535 -1.211092 2.372692  0.03
C 0.455885 3.230013 2.607747  0.00
C -5.201904 2.394589 1.266446  0.00
C -5.720744 -2.145643 -2.114316  0.00
C 3.428535 -1.183025 -6.239131  0.27
C -0.415824 3.503767 4.833733  0.00
C 0.582728 2.845308 -4.416519  0.01
C 1.792231 -0.254380 -4.202529  0.25
C -4.473430 3.531066 1.585139  0.00
C -3.660630 -1.261129 -1.263629  0.02
C -3.318179 -2.509819 -0.753360  0.01
C -3.347864 1.571766 -0.011609  0.01
C -2.605644 2.707434 0.316965  0.01
C -4.860129 -1.071243 -1.949770  0.00
C 1.022686 2.026656 3.021624  0.00
C -4.642414 1.406201 0.466980  0.00
C -4.186808 -3.578744 -0.926051  0.00
C 3.768644 0.018568 -5.578646  0.04
H -0.708473 4.911175 3.236849  0.00
H -4.918976 4.298531 2.203912  0.00
H -1.947425 1.952587 -2.790261  0.00
H 0.028860 1.949599 6.243997  0.00
H 3.229157 1.378656 -4.033542  0.00
H 4.115261 1.608591 1.024365  0.00
H 3.025761 3.040335 1.124661  0.00
H 4.068867 -1.556894 -7.028855  0.01
H -1.318006 -2.682835 5.350957  0.00
H 1.182410 2.786581 -1.068263  0.00
H -6.212304 2.277066 1.634575  0.00
H -3.156459 0.812093 -3.382017  0.00
H -2.671980 -0.719638 1.795991  0.00
H 0.887263 -3.015886 4.236831  0.00
H 0.872432 6.142119 -3.717634  0.00
H -5.135172 -0.100255 -2.344964  0.00
H -2.383657 -2.656085 -0.222250  0.01
H 1.323993 0.604443 4.611634  0.00
H -3.929907 -4.553446 -0.533482  0.00
H -6.656283 -2.008877 -2.639822  0.00
H 3.815440 2.396182 2.601105  0.00
H -1.595388 2.838830 -0.060589  0.00
H -0.969713 4.094758 5.551015  0.00
H -6.058945 -4.228189 -1.737327  0.00
H -5.216128 0.520513 0.226034  0.00
H -1.344392 -0.999250 -3.492331  0.00
H 2.039702 -2.844107 -6.396840  0.00
H 1.235785 5.239798 -1.452769  0.00
H -2.616306 4.582035 1.355119  0.00
H 0.612374 -2.054642 -4.557437  0.00
H 0.400996 2.186849 -5.258474  0.00
H 0.578915 3.581544 1.589761  0.00
H 0.455877 4.615578 -5.614960  0.00
H 1.221320 -2.140117 1.942931  0.00
H -1.125712 0.314602 -4.649703  0.00
H 4.651673 0.565773 -5.879412  0.00

Atoms 1-3, force components in eV/Å:
-0.1 -0.1 -0.1
-0.1 0.0 0.0
0.2 0.3 0.0